Record 1
{
  "formula": "C7H7NO2",
  "method": "ωB97M-V with the def2-TZVPD basis set",
  "symbols": ["C", "C", "C", "C", "C", "C", "C", "N", "O", "O", "H", "H", "H", "H", "H", "H", "H"],
  "positions_angstrom": [[-1.685639, -1.173533, 1.162715], [-1.032346, -1.105645, -0.041581], [-1.918836, -0.062079, 2.074340], [-0.244631, -0.008720, -0.676449], [1.708578, 0.791220, 0.267629], [2.920208, 0.714844, 0.695256], [-0.215260, 0.028511, -2.094059], [0.557645, 0.860443, -0.066213], [-1.599554, 1.139026, 1.928512], [0.727464, 0.872640, -2.583062], [-2.040187, -2.108433, 1.557840], [-1.389919, -1.972829, -0.680217], [3.772521, 0.894185, 0.083123], [3.223473, 0.769962, 1.680600], [-0.763297, -0.486944, -2.796851], [-2.638078, -0.421949, 2.935633], [0.617857, 1.269300, -3.447216]],
  "atomic_forces_ev_per_a": [[1.775, 0.900, -0.547], [-1.780, -0.236, -0.071], [-0.579, 2.315, 0.828], [-2.475, -3.364, -4.306], [-0.579, -0.331, 0.352], [1.126, 0.450, -0.948], [1.702, 1.691, 3.931], [0.910, 1.848, 1.145], [-0.725, -3.252, 0.443], [0.517, 0.319, 0.278], [-0.458, -0.325, -0.464], [1.321, 1.079, 0.346], [0.161, 0.061, -1.002], [-0.169, -0.352, 2.184], [-1.364, -1.403, -0.954], [1.205, 0.962, -0.949], [-0.587, -0.361, -0.263]],
  "relative_energy_kj_mol": 450.78,
  "e_lumo_ev": -0.423,
  "smiles": "C=C=NC(/C=C\\C=O)=C\\O"
}



Record 2
{
  "formula": "C26H17NO6PZn",
  "method": "ωB97M-V with the def2-TZVPD basis set",
  "symbols": ["Zn", "O", "C", "O", "C", "C", "C", "C", "C", "N", "C", "O", "O", "H", "H", "H", "O", "C", "O", "C", "C", "C", "C", "C", "C", "P", "C", "C", "C", "C", "C", "C", "C", "C", "C", "C", "C", "C", "H", "H", "H", "H", "H", "H", "H", "H", "H", "H", "H", "H", "H", "H"],
  "positions_angstrom": [[-0.160069, 0.065205, -0.191495], [-3.658999, 0.449839, 2.022758], [-2.684922, 0.196949, 1.322541], [-1.638742, 0.889799, 1.113364], [-2.677429, -1.162395, 0.610548], [-3.658573, -2.131797, 0.709066], [-3.459486, -3.330958, 0.032628], [-2.299178, -3.547519, -0.702411], [-1.363957, -2.530586, -0.753283], [-1.595846, -1.387922, -0.122416], [-0.004831, -2.598687, -1.462082], [0.262125, -3.642557, -2.047596], [0.697297, -1.548678, -1.318652], [-4.536025, -1.933031, 1.307423], [-4.212003, -4.109052, 0.088171], [-2.097494, -4.472309, -1.224096], [1.455455, 3.357202, -2.135928], [1.433624, 2.518912, -1.247546], [0.543197, 1.625852, -1.092406], [2.598706, 2.564784, -0.224487], [3.519214, 3.592161, -0.452243], [4.619070, 3.787987, 0.359786], [4.835204, 2.945864, 1.443014], [3.939623, 1.924633, 1.685372], [2.817795, 1.712751, 0.871293], [1.746964, 0.309065, 1.351473], [2.896581, -1.123985, 1.393058], [4.188498, -1.071285, 0.874750], [4.973076, -2.215898, 0.802590], [4.477929, -3.434065, 1.239074], [3.181329, -3.505881, 1.729506], [2.397182, -2.365585, 1.790533], [1.289244, 0.684802, 3.091283], [1.551248, 1.913750, 3.692868], [1.066904, 2.201539, 4.963156], [0.305249, 1.270396, 5.650541], [0.010373, 0.054339, 5.049501], [0.485085, -0.226090, 3.778807], [3.326081, 4.230613, -1.302458], [5.310076, 4.596182, 0.151014], [5.691972, 3.083030, 2.091582], [4.106198, 1.265355, 2.529760], [4.590115, -0.137495, 0.507177], [5.971943, -2.150610, 0.389403], [5.085919, -4.327277, 1.171322], [2.765879, -4.456980, 2.036988], [1.371049, -2.462119, 2.118822], [2.124769, 2.665224, 3.168819], [1.279021, 3.166225, 5.407153], [-0.081416, 1.500213, 6.635308], [-0.618090, -0.666829, 5.556066], [0.186321, -1.153853, 3.309668]],
  "atomic_forces_ev_per_a": [[0.218, -0.014, 0.184], [-0.061, 0.072, 0.057], [0.162, -0.030, -0.012], [-0.054, -0.018, -0.045], [0.088, -0.040, -0.138], [-0.027, -0.084, -0.018], [-0.035, -0.018, 0.012], [-0.073, -0.066, 0.018], [-0.096, 0.137, 0.043], [0.089, 0.047, 0.037], [0.031, 0.102, 0.134], [0.060, -0.047, -0.074], [-0.039, 0.008, -0.041], [-0.001, -0.003, -0.004], [0.004, 0.002, 0.003], [-0.009, 0.007, 0.005], [0.003, 0.057, -0.049], [0.035, -0.233, 0.243], [-0.186, 0.058, -0.196], [0.015, -0.008, 0.028], [0.013, -0.027, 0.039], [0.011, 0.008, 0.001], [0.020, 0.030, -0.011], [-0.018, -0.022, 0.010], [-0.025, 0.028, -0.063], [-0.030, -0.001, -0.021], [0.016, 0.003, -0.051], [0.029, -0.016, 0.015], [-0.046, 0.003, 0.024], [-0.019, 0.033, -0.007], [0.010, 0.042, -0.004], [-0.019, 0.000, -0.002], [-0.027, 0.060, -0.017], [0.019, -0.001, 0.041], [-0.003, -0.046, -0.023], [0.009, -0.002, -0.039], [0.031, 0.018, -0.021], [-0.012, -0.012, -0.016], [-0.002, 0.002, -0.003], [-0.012, -0.007, -0.004], [-0.010, -0.004, -0.005], [0.001, 0.004, -0.003], [-0.009, -0.028, -0.011], [-0.007, 0.002, -0.001], [-0.002, 0.002, 0.005], [0.000, 0.004, -0.001], [-0.030, 0.027, 0.014], [-0.029, -0.003, 0.011], [-0.002, -0.003, -0.006], [0.004, -0.005, 0.000], [0.002, 0.002, -0.004], [0.010, -0.020, -0.036]],
  "total_charge": -1,
  "e_lumo_ev": 2.663
}



Record 3
{
  "formula": "C27H27CrN14O3S2",
  "method": "ωB97M-V with the def2-TZVPD basis set",
  "symbols": ["Cr", "N", "C", "N", "N", "N", "N", "C", "N", "N", "N", "N", "H", "S", "C", "N", "N", "C", "C", "C", "C", "C", "C", "N", "N", "C", "C", "C", "C", "C", "C", "H", "H", "H", "H", "H", "H", "H", "H", "H", "H", "H", "N", "C", "C", "C", "C", "C", "C", "S", "O", "O", "O", "H", "H", "H", "H", "H", "H", "C", "C", "C", "C", "C", "C", "H", "H", "H", "H", "H", "H", "H", "H", "H"],
  "positions_angstrom": [[1.056723, 1.457074, 0.930266], [2.293952, 2.169765, 4.098613], [2.768073, 1.009211, 3.509929], [3.690173, 0.249678, 4.068156], [3.844161, -0.766880, 3.196488], [3.067851, -0.619090, 2.187038], [2.334868, 0.510654, 2.350153], [1.897360, 3.242518, 3.321411], [1.875545, 4.487096, 3.752402], [1.381657, 5.185844, 2.704605], [1.126821, 4.411294, 1.717437], [1.445741, 3.137916, 2.071629], [2.799814, 2.432608, 4.929563], [-0.323013, 2.781751, -0.425490], [-0.799409, 1.522761, -1.531864], [-1.303219, 1.796917, -2.680148], [-1.690424, 0.809366, -3.556107], [-2.608526, -0.230248, -3.288528], [-3.337424, -0.344545, -2.106243], [-4.229260, -1.391621, -1.931003], [-4.422773, -2.328077, -2.938949], [-3.716046, -2.203463, -4.124868], [-2.810460, -1.167576, -4.299544], [-0.622381, 0.150454, -1.178373], [0.111652, -0.088180, -0.204975], [0.162058, -1.500049, 0.076107], [1.390645, -2.115617, 0.227845], [1.419304, -3.480153, 0.477674], [0.236631, -4.199009, 0.580310], [-0.989182, -3.562632, 0.424902], [-1.033312, -2.204343, 0.162801], [-1.861199, 1.232332, -4.452376], [-3.204304, 0.373840, -1.308974], [-4.777569, -1.487898, -1.000723], [-5.115916, -3.144846, -2.787195], [-3.850735, -2.928831, -4.919172], [-2.230615, -1.091900, -5.213002], [2.298834, -1.536517, 0.164363], [2.374115, -3.973034, 0.607567], [0.267148, -5.261417, 0.790262], [-1.915566, -4.115572, 0.512418], [-1.976980, -1.688423, 0.042700], [-0.513119, 1.064617, 2.496951], [-1.790428, 0.414347, 2.375978], [-2.815899, 0.999534, 1.644229], [-4.048167, 0.363394, 1.565391], [-4.262865, -0.852643, 2.200935], [-3.228704, -1.436286, 2.915420], [-1.996513, -0.806285, 3.004316], [-5.861267, -1.671327, 2.092224], [-5.753885, -2.498246, 0.892503], [-6.817622, -0.581741, 1.970498], [-5.960125, -2.438519, 3.325237], [0.036150, 0.600660, 3.215111], [-0.627974, 2.032193, 2.789610], [-2.643237, 1.946783, 1.146419], [-4.867845, 0.818867, 1.023923], [-3.406061, -2.377696, 3.418257], [-1.188734, -1.263954, 3.566448], [5.903499, 1.490371, -1.439990], [4.559682, 1.354606, -2.168671], [4.409965, 2.491654, -3.188045], [4.510755, 0.005394, -2.898402], [3.463420, 1.421452, -1.192077], [2.559767, 1.481891, -0.384718], [6.731655, 1.398205, -2.149691], [6.002852, 0.716723, -0.678079], [5.971831, 2.460001, -0.945540], [5.205922, 2.437669, -3.937459], [4.461814, 3.459657, -2.688734], [3.445380, 2.425976, -3.692399], [5.321534, -0.058244, -3.630710], [3.558883, -0.113946, -3.417516], [4.614501, -0.816255, -2.188492]],
  "atomic_forces_ev_per_a": [[0.149, 0.062, 0.401], [-0.021, -0.029, 0.054], [0.022, -0.049, 0.005], [-0.024, 0.060, 0.006], [-0.007, -0.054, 0.001], [-0.006, -0.035, -0.090], [0.011, 0.016, -0.056], [-0.014, 0.072, -0.020], [0.020, -0.043, 0.015], [0.009, 0.034, -0.009], [-0.009, 0.014, -0.049], [-0.016, -0.133, -0.132], [-0.014, 0.008, -0.002], [-0.090, -0.002, -0.072], [0.087, -0.137, 0.098], [-0.030, 0.123, 0.053], [0.165, -0.135, 0.001], [-0.147, -0.046, 0.128], [0.055, 0.004, -0.017], [-0.032, 0.019, -0.005], [-0.017, 0.005, 0.025], [0.029, -0.003, -0.045], [0.005, -0.018, -0.004], [0.121, 0.006, 0.147], [-0.217, 0.091, -0.467], [-0.051, 0.027, -0.027], [-0.006, -0.012, 0.021], [-0.002, 0.007, 0.007], [0.008, -0.016, 0.003], [-0.023, 0.010, -0.012], [0.041, -0.035, 0.020], [-0.020, 0.073, 0.021], [0.019, 0.029, 0.003], [-0.021, -0.021, 0.055], [0.000, -0.008, 0.001], [0.000, 0.001, -0.002], [0.000, 0.005, 0.000], [0.019, 0.026, 0.008], [0.000, -0.007, -0.003], [0.003, 0.000, 0.000], [-0.006, 0.005, 0.006], [-0.007, 0.008, 0.015], [0.043, 0.186, 0.037], [0.002, -0.077, 0.003], [0.015, -0.006, -0.022], [-0.008, 0.000, -0.023], [-0.036, 0.001, -0.017], [0.029, -0.028, 0.017], [0.007, -0.001, -0.019], [0.032, -0.022, -0.020], [0.041, 0.022, -0.037], [-0.008, 0.000, -0.001], [-0.001, 0.009, -0.013], [-0.007, 0.040, 0.012], [-0.076, -0.029, -0.016], [0.002, -0.002, 0.012], [-0.006, 0.002, 0.002], [-0.014, -0.005, 0.005], [0.006, 0.002, 0.003], [0.002, -0.003, -0.009], [0.024, 0.005, -0.006], [0.007, -0.008, -0.006], [-0.004, 0.000, 0.004], [-0.005, -0.008, -0.011], [-0.023, 0.000, 0.017], [0.004, 0.008, -0.004], [0.003, -0.009, -0.004], [-0.006, 0.000, 0.011], [0.008, 0.004, 0.000], [-0.008, 0.002, 0.005], [-0.001, -0.005, -0.006], [0.001, -0.004, -0.003], [-0.004, 0.000, 0.002], [-0.001, 0.000, 0.005]],
  "s2": 3.798,
  "total_charge": -2,
  "relative_energy_kj_mol": 28.08,
  "e_lumo_ev": [3.420, 3.280],
  "spin_multiplicity": 4
}



Record 4
{
  "formula": "C28H41AsN3OPRuSe2",
  "method": "ωB97M-V with the def2-TZVPD basis set",
  "symbols": ["Ru", "C", "Se", "C", "C", "Se", "C", "H", "H", "H", "H", "H", "H", "H", "H", "H", "H", "C", "C", "C", "C", "C", "C", "As", "C", "C", "C", "C", "C", "C", "C", "C", "C", "C", "C", "C", "H", "H", "H", "H", "H", "H", "H", "H", "H", "H", "H", "H", "H", "C", "N", "C", "P", "O", "N", "C", "C", "N", "C", "C", "H", "H", "H", "H", "H", "H", "H", "H", "H", "H", "H", "H", "H", "H", "H", "H", "H", "H"],
  "positions_angstrom": [[0.677855, 1.137913, 0.288468], [4.033395, 1.138472, 0.875689], [2.440150, 1.070477, 1.983571], [2.421851, 2.931950, 2.643911], [2.214197, 3.978048, 1.573515], [0.718769, 3.491058, 0.389874], [0.503869, 5.131785, -0.619294], [4.864562, 1.440852, 1.512587], [3.912832, 1.842653, 0.055070], [4.217161, 0.134427, 0.500797], [3.378017, 3.071339, 3.150089], [1.629238, 2.955141, 3.392240], [3.092806, 4.123375, 0.945821], [1.954347, 4.935649, 2.026542], [1.460402, 5.416972, -1.052035], [0.153874, 5.894324, 0.075148], [-0.244046, 4.968846, -1.391243], [-4.938113, -1.596946, 0.216680], [-4.051460, -2.561507, 0.679815], [-2.762645, -2.204639, 1.054431], [-2.402719, -0.864610, 0.987199], [-3.276614, 0.110921, 0.505683], [-4.557825, -0.261437, 0.133026], [-0.699086, -0.263183, 1.720558], [-0.055644, -1.677608, 2.865699], [0.672221, -2.800647, 2.514267], [0.976407, -3.735842, 3.495983], [0.569693, -3.519932, 4.808375], [-0.132856, -2.375137, 5.159967], [-0.444746, -1.420691, 4.196191], [-1.131047, -0.146907, 4.434522], [-1.636338, 0.299729, 5.652239], [-2.264794, 1.534194, 5.737419], [-2.379415, 2.353440, 4.619651], [-1.875583, 1.930926, 3.394781], [-1.287261, 0.682778, 3.308124], [-5.936996, -1.888585, -0.080984], [-4.359040, -3.595785, 0.757742], [-2.074451, -2.951183, 1.431018], [-2.974029, 1.152596, 0.467962], [-5.260712, 0.486340, -0.209696], [0.982735, -2.974027, 1.490402], [1.522432, -4.632075, 3.235588], [0.809530, -4.254882, 5.565339], [-0.423925, -2.222211, 6.190130], [-1.538082, -0.313934, 6.537460], [-2.675307, 1.862955, 6.682722], [-2.870839, 3.313267, 4.702623], [-1.972812, 2.569563, 2.523385], [0.959912, 2.019279, -4.083591], [1.178323, 0.591912, -4.280893], [1.784086, 0.219643, -5.553234], [0.742295, -0.503157, -3.114389], [0.765878, 0.121024, -1.749769], [1.769885, -1.791061, -3.216579], [2.998961, -1.813839, -2.431197], [1.574050, -2.931849, -4.106455], [-0.773164, -1.063711, -3.503497], [-1.260578, -1.206208, -4.869308], [-1.719943, -1.419009, -2.454042], [1.889709, 2.568127, -4.246368], [0.584101, 2.213724, -3.082874], [0.230382, 2.387846, -4.811047], [2.784790, 0.655546, -5.630010], [1.200392, 0.618329, -6.387378], [1.867823, -0.859564, -5.654854], [3.040198, -0.954049, -1.767034], [3.866189, -1.787429, -3.097398], [3.062265, -2.736199, -1.850603], [0.673622, -2.823907, -4.704627], [1.494587, -3.853177, -3.522908], [2.435901, -3.052457, -4.768051], [-0.477724, -1.000234, -5.595383], [-2.091330, -0.515734, -5.046144], [-1.648403, -2.215752, -5.027630], [-1.263653, -1.315457, -1.475628], [-2.034212, -2.457910, -2.589975], [-2.614299, -0.792944, -2.508189]],
  "atomic_forces_ev_per_a": [[0.125, -1.206, -2.208], [0.107, 0.043, -0.407], [0.139, 0.131, 0.920], [-0.204, 0.015, -0.113], [0.076, 0.033, -0.042], [0.276, 0.887, 0.727], [-0.094, 0.293, -0.408], [-0.090, -0.013, 0.125], [0.015, 0.002, 0.013], [-0.025, -0.015, 0.040], [0.024, -0.037, -0.013], [-0.002, -0.103, 0.002], [-0.038, -0.020, -0.044], [-0.047, -0.008, -0.011], [0.026, -0.112, 0.012], [-0.003, -0.117, 0.101], [0.011, -0.064, 0.016], [-0.074, -0.054, -0.035], [0.058, 0.003, -0.029], [0.193, -0.086, 0.066], [0.477, 0.428, -0.512], [0.057, 0.017, 0.049], [0.063, 0.066, -0.041], [-1.478, -1.034, 2.035], [0.355, 0.204, -0.020], [-0.021, -0.183, -0.163], [-0.036, 0.047, -0.027], [0.030, -0.076, -0.100], [-0.035, 0.176, -0.113], [0.257, -0.280, -0.240], [-0.140, 0.410, -0.141], [0.122, -0.150, -0.134], [-0.037, 0.072, -0.084], [0.012, -0.023, -0.017], [-0.134, 0.149, -0.106], [0.396, 0.149, 0.060], [-0.012, 0.010, 0.044], [-0.026, 0.004, 0.005], [-0.029, -0.015, 0.001], [-0.101, 0.023, 0.006], [-0.010, -0.012, -0.003], [-0.004, -0.012, 0.003], [0.017, 0.005, 0.019], [-0.010, 0.020, 0.020], [-0.022, -0.012, 0.013], [-0.046, -0.012, 0.012], [0.041, -0.003, 0.020], [0.013, 0.007, -0.013], [-0.043, 0.011, 0.021], [-0.024, 0.309, -0.089], [-0.344, -0.194, 0.590], [0.042, -0.067, -0.404], [0.890, -0.511, -0.589], [-0.210, 0.585, 0.952], [-0.646, 0.723, 0.083], [0.281, -0.133, 0.144], [0.120, -0.344, -0.234], [0.047, -0.016, 0.090], [-0.033, -0.109, -0.327], [-0.186, 0.058, 0.157], [0.024, -0.070, 0.019], [0.024, -0.017, 0.004], [0.017, -0.064, -0.013], [-0.011, -0.024, 0.110], [-0.057, -0.004, 0.075], [0.030, 0.053, 0.009], [0.011, -0.023, 0.002], [-0.067, 0.036, -0.028], [-0.083, 0.028, 0.005], [0.052, -0.040, 0.020], [-0.066, 0.085, 0.054], [-0.026, 0.108, 0.009], [-0.079, -0.001, 0.031], [0.041, 0.060, 0.087], [0.045, -0.011, 0.081], [-0.008, -0.001, -0.001], [0.054, 0.002, -0.087], [0.034, 0.023, -0.056]],
  "s2": 6.050,
  "total_charge": 4,
  "e_lumo_ev": [-13.719, -14.695],
  "spin_multiplicity": 5
}